[1]
Entry from OMol25: 2 unconnected molecules or ions with the total composition C6H9N3O (ωB97M-V/def2-TZVPD).

```
19
Properties=species:S:1:pos:R:3
C -0.777 -0.368 -2.289
C 0.527 -0.491 -0.209
C -1.100 -2.228 0.380
C -2.599 1.338 0.410
C 0.199 0.157 -1.358
C 1.751 0.061 0.529
N -1.555 -0.774 -3.000
N 0.061 -1.673 0.298
N 0.926 1.138 -1.926
O -1.398 1.345 0.321
H -1.184 -3.198 0.826
H -1.991 -1.749 -0.085
H -3.293 2.049 -0.151
H -3.030 0.747 1.156
H 1.441 0.893 1.068
H 2.572 0.190 -0.082
H 1.904 -0.558 1.315
H 0.470 1.657 -2.650
H 1.538 1.633 -1.346
```

Properties
Frontier orbital gap, eV: 8.10
Molecular weight, g mol⁻¹: 139.2
SMILES string: C=N/C(C)=C(/N)C#N.C=O
HOMO, eV: -7.677
Energy relative to the best compared isomer or geometry (same formula, charge and spin), kcal/mol: 83.9



[2]
Entry from OMol25: a molecular structure, C31H28FN2O5PdS2 (ωB97M-V/def2-TZVPD).

```
70
Properties=species:S:1:pos:R:3
Pd 0.276 1.876 0.332
C 4.746 -3.149 -1.741
C 5.151 -1.958 -0.877
C 6.436 -1.352 -1.429
C 6.764 -0.029 -0.758
C 5.623 0.923 -0.973
C 5.813 2.278 -1.144
C 4.719 3.121 -1.291
F 4.959 4.446 -1.449
C 3.434 2.655 -1.272
C 3.229 1.283 -1.112
C 1.854 0.749 -1.125
O 0.961 1.314 -1.779
C 1.718 -0.588 -0.537
C 2.809 -1.367 -0.491
N 4.082 -0.954 -0.819
C 4.315 0.408 -0.979
C 0.423 -1.050 0.131
O -0.010 -2.186 -0.080
O -0.051 -0.173 0.921
H 5.572 -3.860 -1.792
H 4.516 -2.810 -2.753
H 3.875 -3.676 -1.356
H 5.348 -2.310 0.145
H 6.316 -1.193 -2.505
H 7.239 -2.080 -1.300
H 7.690 0.395 -1.150
H 6.919 -0.192 0.315
H 6.812 2.699 -1.145
H 2.580 3.315 -1.348
H 2.717 -2.390 -0.153
O -2.996 3.528 -0.417
H -2.816 2.591 -0.607
H -2.104 3.918 -0.434
O -2.607 0.741 -0.277
S -2.895 -0.547 0.401
C -4.631 -0.450 0.889
C -5.181 -1.445 1.682
C -6.490 -1.324 2.121
C -7.237 -0.202 1.783
C -6.672 0.797 1.004
C -5.363 0.679 0.554
C -3.099 -1.754 -0.906
C -2.843 -3.086 -0.627
C -2.972 -4.022 -1.642
C -3.326 -3.615 -2.921
C -3.545 -2.271 -3.193
C -3.428 -1.329 -2.181
H -4.590 -2.311 1.960
H -6.925 -2.100 2.739
H -8.253 -0.102 2.143
H -7.245 1.680 0.748
H -4.900 1.464 -0.032
H -2.495 -3.378 0.355
H -2.762 -5.065 -1.442
H -3.404 -4.346 -3.717
H -3.797 -1.952 -4.196
H -3.556 -0.270 -2.367
S 0.147 4.156 0.763
C -0.354 2.988 1.969
N -1.735 2.802 2.207
C -2.242 2.195 3.307
C -1.464 1.835 4.353
C -0.058 2.134 4.256
C 0.460 2.696 3.148
H -2.359 3.031 1.441
H -3.313 2.032 3.285
H -1.896 1.355 5.217
H 0.598 1.895 5.085
H 1.516 2.908 3.060
```

Properties
Frontier orbital gap, eV: 5.79
Molecular weight, g mol⁻¹: 698.1
Net charge: -1
HOMO, eV: -3.337
Energy relative to the best compared isomer or geometry (same formula, charge and spin), kcal/mol: 16.0



[3]
Entry from OMol25: a molecular structure, C22H50CuN3O2P2 (ωB97M-V/def2-TZVPD).

```
80
Properties=species:S:1:pos:R:3
Cu 0.784 0.205 2.299
P -0.637 -2.125 -2.547
P 0.618 1.961 0.925
N 0.756 0.248 -2.193
C 0.575 -1.622 -3.800
H 1.446 -2.296 -3.759
H 0.122 -1.710 -4.798
C 1.039 -0.176 -3.563
H 2.125 -0.098 -3.729
H 0.571 0.503 -4.306
C 1.057 1.652 -1.966
H 0.146 2.255 -2.142
H 1.809 1.969 -2.714
C 1.667 1.987 -0.592
H 2.110 2.995 -0.653
H 2.489 1.285 -0.397
C 1.289 3.410 1.886
C 2.728 3.133 2.340
H 3.414 3.008 1.494
H 2.781 2.236 2.972
H 3.080 3.985 2.936
C -1.029 2.504 0.301
C -2.150 2.311 1.327
H -3.114 2.465 0.822
H -2.089 3.042 2.145
H -2.150 1.305 1.761
C -1.877 -3.284 -3.137
C -2.732 -3.896 -2.025
H -3.591 -4.397 -2.490
H -3.125 -3.142 -1.334
H -2.183 -4.659 -1.457
C 0.320 -2.677 -1.098
C -0.525 -2.779 0.172
H 0.145 -2.931 1.029
H -1.214 -3.632 0.131
H -1.105 -1.866 0.360
C 2.182 -0.542 1.542
O 3.040 -1.076 0.972
C -1.008 3.933 -0.243
H -0.240 4.092 -1.011
H -1.982 4.142 -0.706
H -0.858 4.671 0.557
C -1.267 -4.359 -4.042
H -2.076 -5.002 -4.408
H -0.761 -3.931 -4.914
H -0.557 -4.996 -3.499
C 1.091 -3.962 -1.389
H 1.767 -4.160 -0.546
H 0.419 -4.827 -1.482
H 1.707 -3.891 -2.294
C 0.404 3.789 3.082
H 0.132 2.909 3.683
H 0.966 4.470 3.737
H -0.513 4.313 2.786
H 1.294 4.244 1.164
H 1.040 -1.846 -0.975
H -1.221 1.808 -0.533
H -2.530 -2.639 -3.749
H -0.374 -0.015 -2.029
H -1.230 -0.841 -2.156
C -2.509 1.208 4.874
N -1.570 0.368 5.589
C -1.915 -0.026 6.946
C -0.606 -0.209 4.837
O -0.616 0.099 3.598
N 0.291 -1.071 5.387
C 0.854 -0.855 6.716
C 0.971 -2.053 4.550
H -3.244 1.565 5.599
H -3.022 0.650 4.077
H -1.995 2.067 4.422
H -1.837 -1.112 7.079
H -1.281 0.483 7.686
H -2.953 0.280 7.113
H 0.300 -1.412 7.485
H 1.886 -1.221 6.707
H 0.859 0.214 6.972
H 0.235 -2.674 4.019
H 1.637 -1.580 3.810
H 1.565 -2.689 5.211
```

Properties
Frontier orbital gap (alpha / beta), eV: 3.94 / 7.10
Molecular weight, g mol⁻¹: 514.2
Net charge: +1
2S+1: 2
HOMO (alpha / beta), eV: -6.257 / -9.446
Energy relative to the best compared isomer or geometry (same formula, charge and spin), kcal/mol: 19.9